Entry from OMol25: C36H35AsBF8N7PS4Y as an isolated structure (ωB97M-V/def2-TZVPD).

```
! RIJCOSX wB97M-V def2-TZVPD def2/J DEFGRID3
* xyz -2 1
Y -0.6774 0.1819 -0.1036
C -1.9429 1.8437 -4.5629
C -2.0437 1.2664 -3.1506
N -1.1587 1.8428 -2.1219
C -1.7456 2.9966 -1.4036
C -2.0368 4.2431 -2.2259
C 0.1854 2.1371 -2.6212
C 0.9659 0.8930 -2.9949
N 0.9271 -0.1083 -1.9297
C 1.6910 -1.1939 -2.1071
C 1.6948 -2.1832 -1.0927
F 0.9639 -1.9078 0.0273
C 2.3481 -3.3822 -1.1504
F 2.2069 -4.2425 -0.1185
C 3.1359 -3.7280 -2.2387
C 3.1950 -2.7776 -3.2365
F 3.9474 -3.0250 -4.3373
C 2.5189 -1.5719 -3.1972
F 2.6771 -0.7585 -4.2738
H -2.7056 1.3703 -5.1857
H -0.9768 1.6505 -5.0293
H -2.1143 2.9179 -4.5880
H -1.8679 0.1884 -3.2009
H -3.0606 1.3716 -2.7731
H -1.0416 3.2536 -0.6056
H -2.6596 2.6601 -0.9133
H -1.1601 4.6102 -2.7634
H -2.3672 5.0285 -1.5453
H -2.8432 4.0803 -2.9428
H 0.6979 2.6853 -1.8468
H 0.1672 2.8025 -3.4962
H 1.9828 1.2272 -3.2133
H 0.5654 0.4712 -3.9301
H 3.6675 -4.6634 -2.2951
N -2.6249 -3.1644 2.4645
C -1.8899 -2.0575 2.3692
N -1.4567 -1.9228 1.1311
C -2.0390 -2.9691 0.4873
N -2.7651 -3.7510 1.2488
C -1.9230 -3.1523 -0.9679
C -2.5070 -4.2329 -1.6284
N -2.3992 -4.3847 -2.9397
C -1.7008 -3.4530 -3.5903
C -1.1216 -2.3768 -2.9411
N -1.2422 -2.2243 -1.6261
H -3.2545 -3.3860 3.2166
H -1.7063 -1.3760 3.1812
H -3.0679 -4.9666 -1.0651
H -1.5944 -3.5649 -4.6627
H -0.5484 -1.6264 -3.4700
S -4.4311 2.9025 1.2130
As -3.5403 0.9939 1.5028
S -3.3215 0.0075 -0.4872
S -1.4006 1.2987 2.1261
S -4.4848 -0.3432 2.8989
C 4.0092 2.2448 5.6806
C 3.0241 2.7465 4.8475
C 2.4336 1.9284 3.8887
C 2.8358 0.6065 3.7615
C 3.8201 0.1032 4.6110
C 4.4086 0.9156 5.5636
P 1.9968 -0.4287 2.5005
C 1.2548 -1.7256 3.5487
C 1.2285 -3.0736 3.2001
C 0.5276 -3.9950 3.9704
C -0.1713 -3.5771 5.0926
C -0.1814 -2.2284 5.4291
C 0.5222 -1.3111 4.6662
C 3.4341 -1.2185 1.6841
C 3.8940 -0.4897 0.5807
C 4.9748 -0.9356 -0.1631
C 5.6077 -2.1242 0.1728
C 5.1644 -2.8509 1.2687
C 4.0879 -2.3990 2.0217
H 4.4690 2.8848 6.4241
H 2.7067 3.7777 4.9290
H 1.6716 2.3234 3.2328
H 4.1306 -0.9321 4.5199
H 5.1765 0.5171 6.2158
H 1.7165 -3.4113 2.2931
H 0.5136 -5.0359 3.6732
H -0.7252 -4.2915 5.6895
H -0.7594 -1.8837 6.2777
H 0.4761 -0.2594 4.9233
H 3.3912 0.4238 0.2834
H 5.2967 -0.3597 -1.0216
H 6.4341 -2.4901 -0.4238
H 5.6510 -3.7822 1.5333
H 3.7653 -2.9792 2.8779
F 1.6414 4.0733 -0.3292
B 2.2178 2.8471 -0.0306
F 1.1654 1.8830 0.2154
F 2.9948 2.3858 -1.0982
F 3.0102 2.9315 1.1127
*
```

Properties
Largest force on an atom = 0.016 hartree/bohr
Relative energy (zero: lowest compared OMol25 entry of this formula, charge and spin) = 29.8 kJ/mol
Gap between HOMO and LUMO = 6.0 eV
HOMO level = -0.0722 hartree

Atomic partial charges in e from the Mulliken method, atoms 1 to 4:
1 Y -0.037
2 C -1.565
3 C -0.318
4 N 1.755


Entry from OMol25: C5H11NO as an isolated structure at a distorted geometry (ωB97M-V/def2-TZVPD).

```
! RIJCOSX wB97M-V def2-TZVPD def2/J DEFGRID3
* xyz 0 1
C -1.8853 0.5236 -1.0573
C -1.4560 -0.6331 0.4902
N -0.1093 -0.5164 0.9015
C 0.3919 0.8144 1.2131
C 0.6784 0.1582 -0.0914
C 2.0235 -0.3794 -0.5129
O 2.8831 -0.7105 0.5583
H -2.6508 1.1302 -0.6030
H -2.2890 -0.2183 -1.7419
H -1.3951 1.2553 -1.7770
H -2.1288 -0.4562 1.3549
H -1.6382 -1.6361 0.0826
H -0.3097 1.6493 1.2014
H 1.1219 0.8231 2.0214
H -0.1109 0.4612 -0.8363
H 1.8756 -1.2441 -1.1800
H 2.5396 0.3962 -1.0856
H 2.4590 -1.4176 1.0621
*
```

Properties
Largest force on an atom = 0.045 hartree/bohr
Relative energy (zero: lowest compared OMol25 entry of this formula, charge and spin) = 443.2 kJ/mol
Gap between HOMO and LUMO = 10.0 eV
HOMO level = -0.3329 hartree

Atomic partial charges in e from the natural (NBO) method, atoms 1 to 4:
1 C -0.763
2 C -0.136
3 N -0.432
4 C -0.264


Entry from OMol25: C5H5NO2 as an isolated structure at a distorted geometry (ωB97M-V/def2-TZVPD).

```
! RIJCOSX wB97M-V def2-TZVPD def2/J DEFGRID3
* xyz 0 1
C -2.6103 -0.7139 0.1469
C -0.4989 0.4076 0.0415
C 1.3129 -0.5488 0.0113
C 1.7200 1.0752 0.0708
C 0.4385 1.5410 0.0530
H -3.6110 -0.2962 0.3116
H -2.2145 -0.8978 1.2299
H -2.2734 -1.8151 -0.5601
H 2.6502 1.3857 0.3409
H 0.3033 2.6555 -0.0878
N 0.0823 -0.7903 -0.0741
O -1.7916 0.6216 -0.2822
O 2.0911 -1.3800 -0.0500
*
```

Properties
Largest force on an atom = 0.176 hartree/bohr
Relative energy (zero: lowest compared OMol25 entry of this formula, charge and spin) = 449.3 kJ/mol
Gap between HOMO and LUMO = 8.8 eV
HOMO level = -0.3496 hartree

Atomic partial charges in e from the natural (NBO) method, atoms 1 to 4:
1 C -0.300
2 C 0.599
3 C 0.633
4 C -0.197


Entry from OMol25: an isolated ion of composition CH2ClO3S and charge -1 at a distorted geometry (ωB97M-V/def2-TZVPD).

```
! RIJCOSX wB97M-V def2-TZVPD def2/J DEFGRID3
* xyz -1 1
C 0.5318 -0.3962 0.9525
O 0.1002 -0.5307 -1.7153
O -0.9761 1.7663 -1.9263
O -0.2906 0.9065 0.3964
S -0.9331 0.4024 -1.2373
Cl -0.5913 -1.2327 1.9311
H 0.7703 -0.7916 -0.0209
H 1.3889 -0.1239 1.6197
*
```

Properties
Largest force on an atom = 0.095 hartree/bohr
Relative energy (zero: lowest compared OMol25 entry of this formula, charge and spin) = 102.5 kJ/mol
Gap between HOMO and LUMO = 7.6 eV
HOMO level = -0.1502 hartree

Atomic partial charges in e from the natural (NBO) method, atoms 1 to 4:
1 C -0.168
2 O -1.038
3 O -1.015
4 O -0.786